Record 1
{
  "formula": "C21H43AlO16",
  "method": "ωB97M-V/def2-TZVPD",
  "symbols": ["Al", "C", "O", "H", "H", "H", "C", "C", "O", "C", "O", "O", "C", "H", "H", "H", "H", "H", "H", "H", "H", "C", "C", "O", "C", "O", "O", "C", "H", "H", "H", "H", "H", "H", "H", "H", "C", "C", "O", "C", "O", "O", "C", "H", "H", "H", "H", "H", "H", "H", "H", "C", "C", "O", "C", "O", "O", "C", "H", "H", "H", "H", "H", "H", "H", "H", "C", "C", "O", "C", "O", "O", "C", "H", "H", "H", "H", "H", "H", "H", "H"],
  "xyz": [[1.359, -1.751, -3.083], [0.891, -0.277, -0.339], [0.967, -0.668, -1.693], [1.833, -0.619, 0.089], [0.904, 0.799, -0.165], [0.072, -0.666, 0.267], [-6.440, 1.309, 1.040], [-5.254, 0.394, 0.766], [-4.082, 0.853, 1.536], [-3.070, -0.002, 1.585], [-3.074, -1.163, 1.150], [-2.040, 0.677, 1.971], [-0.736, 0.220, 1.817], [-7.359, 0.793, 0.761], [-6.367, 2.340, 0.693], [-6.579, 1.399, 2.118], [-5.075, 0.565, -0.296], [-5.556, -0.607, 1.074], [-0.133, 0.448, 0.938], [-0.551, -0.850, 1.720], [-0.160, 0.703, 2.607], [3.560, -1.500, 0.274], [3.597, -0.741, -1.040], [4.242, -1.648, -2.016], [4.151, -1.365, -3.304], [3.363, -0.515, -3.747], [4.993, -2.078, -4.079], [4.759, -2.132, -5.543], [3.038, -2.452, 0.176], [2.960, -0.963, 1.008], [4.554, -1.587, 0.713], [4.116, 0.217, -1.037], [2.624, -0.436, -1.423], [5.640, -2.584, -5.998], [4.665, -1.127, -5.954], [3.922, -2.757, -5.853], [-4.569, 3.491, 0.522], [-3.204, 3.263, 1.164], [-2.169, 3.356, 0.255], [-1.811, 2.383, -0.591], [-2.230, 1.257, -0.608], [-0.731, 2.952, -1.319], [0.228, 2.201, -2.010], [-4.800, 2.764, -0.257], [-4.663, 4.416, -0.047], [-5.338, 3.357, 1.283], [-3.179, 2.338, 1.740], [-3.090, 4.070, 1.889], [-0.153, 1.384, -2.623], [0.867, 1.827, -1.210], [0.958, 2.701, -2.646], [2.103, -3.612, 0.871], [1.087, -2.535, 0.553], [-0.103, -3.080, 0.126], [-0.395, -3.204, -1.154], [0.361, -3.071, -2.080], [-1.514, -3.722, -1.273], [-1.891, -4.397, -2.512], [2.368, -4.048, -0.092], [1.826, -4.355, 1.619], [3.097, -3.237, 1.114], [1.432, -1.785, -0.159], [0.852, -1.950, 1.442], [-2.616, -5.158, -2.224], [-1.031, -4.840, -3.015], [-2.411, -3.972, -3.371], [3.001, 1.285, 0.365], [1.686, 1.748, 0.928], [1.746, 2.446, 2.118], [0.733, 2.280, 2.989], [-0.297, 1.591, 2.769], [1.147, 2.891, 4.192], [0.319, 2.603, 5.335], [3.323, 0.362, 0.846], [3.777, 2.041, 0.478], [2.941, 1.006, -0.687], [1.191, 0.799, 1.136], [1.080, 2.272, 0.189], [0.632, 1.780, 5.978], [-0.750, 2.513, 5.143], [0.453, 3.361, 6.106]],
  "mulliken_charge": [0.1932, 0.9755, -0.4500, -1.7650, -2.0424, -0.6617, -1.3944, -0.2241, -0.2655, 0.8844, -0.6214, -0.2712, -0.5417, 0.4283, 0.3384, 0.4204, 0.2411, 0.4269, 0.3180, 0.6111, 0.2550, -1.5705, 0.6339, -0.4227, 0.8003, -0.5525, -0.3641, -0.5908, -0.2088, 0.5557, 0.4475, 0.8257, 0.3740, 0.2694, 0.3107, 0.2685, -1.5720, 0.2232, -0.3113, 0.7137, -0.5357, -0.3657, 0.3361, 0.3401, 0.3758, 0.3955, 0.2872, 0.4139, 0.3139, 0.1196, 0.3436, -1.6975, 0.3125, -0.2618, 0.8298, -0.3356, -0.2728, -0.7677, 0.4425, 0.4707, 0.4627, 0.5391, 0.6653, 0.3206, 0.3365, 0.3253, -1.4680, 2.1442, -0.3983, 0.7747, -0.2527, -0.3320, -0.6976, 0.6197, 0.4994, 0.0075, -0.2823, 0.3560, 0.3242, 0.2954, 0.3308],
  "charge": 2,
  "gap_ev": 2.34,
  "e_above_lowest_kcal_mol": 365.4
}

---

Record 2
{
  "formula": "C21H43BBrCl2INO9",
  "method": "ωB97M-V/def2-TZVPD",
  "symbols": ["C", "C", "Cl", "C", "Cl", "C", "C", "B", "O", "O", "C", "I", "C", "N", "C", "C", "O", "Br", "H", "H", "H", "H", "H", "H", "H", "H", "H", "H", "H", "H", "H", "H", "H", "C", "O", "C", "C", "O", "C", "C", "O", "C", "H", "H", "H", "H", "H", "H", "H", "H", "H", "H", "H", "H", "H", "H", "C", "O", "C", "C", "O", "C", "C", "O", "C", "H", "H", "H", "H", "H", "H", "H", "H", "H", "H", "H", "H", "H", "H"],
  "xyz": [[3.802, -4.600, -1.060], [3.246, -4.425, -2.465], [2.287, -5.869, -2.903], [2.348, -3.183, -2.677], [2.681, -2.417, -4.279], [2.354, -2.077, -1.637], [1.132, -1.162, -1.604], [-0.265, -1.826, -1.217], [-0.308, -3.158, -0.926], [-1.400, -1.082, -1.219], [1.597, -0.100, -0.563], [0.990, -0.455, 1.475], [3.141, -0.126, -0.597], [3.432, -1.003, -1.789], [4.855, -1.330, -2.142], [5.831, -0.762, -1.111], [6.106, 0.385, -1.070], [6.566, -2.026, 0.116], [3.046, -4.435, -0.291], [4.143, -5.627, -0.944], [4.655, -3.948, -0.867], [4.063, -4.386, -3.184], [1.326, -3.540, -2.752], [2.420, -2.436, -0.607], [1.006, -0.601, -2.541], [-1.154, -3.555, -1.166], [-1.337, -0.197, -1.610], [1.229, 0.893, -0.800], [3.607, 0.851, -0.707], [3.585, -0.586, 0.284], [3.084, -0.447, -2.574], [5.088, -0.833, -3.082], [4.980, -2.397, -2.285], [-4.828, 3.759, -3.670], [-3.491, 3.455, -4.012], [-2.639, 3.473, -2.889], [-1.292, 2.888, -3.248], [-1.267, 1.459, -3.251], [-1.876, 0.827, -4.377], [-1.029, 0.858, -5.629], [-1.145, 2.106, -6.271], [-0.185, 2.277, -7.291], [-4.903, 4.747, -3.203], [-5.408, 3.758, -4.590], [-5.241, 3.011, -2.985], [-3.081, 2.895, -2.066], [-2.496, 4.508, -2.548], [-0.581, 3.186, -2.475], [-0.946, 3.282, -4.205], [-2.862, 1.250, -4.573], [-2.005, -0.219, -4.088], [-1.368, 0.060, -6.306], [0.022, 0.664, -5.366], [0.833, 2.260, -6.883], [-0.367, 3.244, -7.752], [-0.273, 1.497, -8.055], [-1.221, -2.062, 4.682], [-1.222, -0.845, 5.384], [-1.767, 0.212, 4.619], [-2.038, 1.422, 5.485], [-3.253, 1.345, 6.204], [-3.243, 0.539, 7.375], [-2.588, 1.201, 8.564], [-1.179, 1.086, 8.482], [-0.528, 1.915, 9.418], [-0.657, -1.983, 3.741], [-0.748, -2.810, 5.316], [-2.240, -2.388, 4.444], [-2.702, -0.110, 4.141], [-1.047, 0.491, 3.833], [-2.152, 2.282, 4.821], [-1.190, 1.610, 6.148], [-2.783, -0.433, 7.182], [-4.295, 0.378, 7.618], [-2.941, 0.716, 9.485], [-2.879, 2.259, 8.595], [-0.743, 2.973, 9.228], [0.542, 1.746, 9.318], [-0.830, 1.673, 10.444]],
  "mulliken_charge": [-1.1436, 0.1747, -0.1757, -0.1883, -0.1569, -0.2143, -0.8405, 0.7723, -0.5667, -0.6303, -0.5891, 0.2157, -1.0029, 0.2205, -0.2597, 0.1886, -0.4127, -0.0771, 0.2997, 0.5034, 0.1025, 0.4142, 0.6593, 0.2065, 0.1146, 0.3098, 0.3006, 0.9031, 0.3544, 0.5129, 0.4811, 0.2583, 0.3735, -0.7806, -0.2561, -0.6452, -0.5861, -0.2900, -0.5766, -0.5591, -0.2663, -0.7723, 0.3190, 0.2359, 0.3242, 0.3161, 0.4713, 0.3744, 0.3044, 0.3368, 0.4345, 0.4824, 0.2570, 0.3110, 0.2445, 0.3139, -0.5927, -0.2228, -0.2527, -0.5227, -0.4439, -0.4128, -0.5895, -0.2465, -0.7634, 0.0472, 0.2317, 0.3359, 0.3676, 0.1000, 0.3663, 0.2497, 0.2133, 0.3851, 0.4495, 0.3437, 0.3149, 0.2297, 0.3112],
  "charge": 1,
  "gap_ev": 7.41
}

---

Record 3
{
  "formula": "C21H43BeBrN3O3SSi",
  "method": "ωB97M-V/def2-TZVPD",
  "symbols": ["Be", "C", "C", "C", "C", "O", "Si", "S", "O", "C", "C", "C", "C", "O", "C", "C", "C", "C", "H", "H", "H", "H", "H", "H", "H", "H", "H", "H", "H", "H", "H", "H", "H", "H", "H", "H", "H", "H", "H", "H", "H", "H", "H", "H", "H", "N", "C", "C", "C", "C", "N", "H", "H", "H", "H", "H", "H", "H", "H", "H", "H", "H", "H", "Br", "C", "C", "C", "N", "C", "C", "H", "H", "H", "H"],
  "xyz": [[1.124, 1.396, 0.676], [0.649, -1.002, -2.969], [-0.538, -0.345, -2.272], [-1.754, -1.257, -2.321], [-0.850, 0.995, -2.913], [-0.194, -0.054, -0.897], [-0.190, -1.182, 0.339], [0.713, -0.177, 1.939], [-1.658, -1.799, 0.621], [-2.857, -1.423, 1.309], [-3.370, -0.122, 0.709], [-3.832, -2.563, 1.061], [-2.566, -1.273, 2.792], [0.745, -2.384, -0.257], [0.891, -3.757, 0.160], [-0.203, -4.567, -0.515], [2.267, -4.181, -0.325], [0.798, -3.853, 1.674], [0.310, -1.478, -3.886], [1.103, -1.765, -2.338], [1.403, -0.267, -3.264], [-2.063, -1.385, -3.359], [-2.582, -0.825, -1.764], [-1.536, -2.239, -1.909], [-0.981, 0.871, -3.988], [-0.020, 1.683, -2.766], [-1.759, 1.435, -2.502], [-3.732, -0.276, -0.307], [-2.578, 0.627, 0.682], [-4.191, 0.272, 1.304], [-3.977, -2.714, -0.008], [-4.799, -2.341, 1.513], [-3.454, -3.486, 1.496], [-1.817, -0.504, 2.976], [-2.200, -2.211, 3.205], [-3.480, -1.003, 3.320], [-0.112, -4.498, -1.598], [-1.185, -4.203, -0.220], [-0.123, -5.616, -0.234], [2.347, -4.045, -1.403], [2.446, -5.230, -0.100], [3.042, -3.590, 0.162], [-0.192, -3.567, 2.024], [1.537, -3.208, 2.146], [0.982, -4.877, 1.994], [2.171, 2.574, 1.566], [2.526, 3.788, 0.786], [3.888, 3.683, 0.125], [3.986, 2.660, -1.010], [3.800, 1.204, -0.600], [2.381, 0.792, -0.512], [1.680, 2.858, 2.405], [3.011, 2.108, 1.898], [2.488, 4.656, 1.444], [1.762, 3.935, 0.022], [4.642, 3.464, 0.888], [4.140, 4.669, -0.267], [4.969, 2.757, -1.470], [3.263, 2.903, -1.796], [4.268, 1.017, 0.370], [4.304, 0.547, -1.312], [2.346, -0.182, -0.214], [1.979, 0.769, -1.448], [-4.217, 5.069, 1.067], [-2.654, 4.053, 0.922], [-1.979, 3.978, -0.288], [-0.841, 3.199, -0.345], [-0.365, 2.511, 0.697], [-1.028, 2.595, 1.855], [-2.165, 3.361, 2.019], [-2.326, 4.503, -1.163], [-0.293, 3.121, -1.272], [-0.637, 1.998, 2.671], [-2.661, 3.395, 2.975]],
  "mulliken_charge": [0.2297, -1.6587, 1.6097, -1.3883, -1.8399, 0.8650, 0.0173, -1.2305, -0.2959, 1.7968, -1.5233, -1.8805, -1.5388, 0.9534, 1.6729, -1.4295, -1.7818, -1.5449, 0.5065, 0.0643, 0.4412, 0.6411, 0.0372, 0.1764, 0.5157, 0.1513, 0.2961, 0.3480, 0.2414, 0.5882, 0.3313, 0.4367, 0.3512, 0.1972, 0.3204, 0.5020, 0.2812, 0.0734, 0.5548, 0.3291, 0.4353, 0.3610, 0.1823, 0.3025, 0.5436, -0.1211, -0.3073, -0.9754, -0.5070, -1.1177, -0.2217, 0.4113, 0.3426, 0.4644, 0.0764, 0.3552, 0.4144, 0.3618, 0.3195, 0.5310, 0.5795, 0.0150, 0.0446, -0.0906, -0.0043, -0.8886, -0.1143, 0.4316, -0.4056, -0.8051, 0.5040, 0.5403, 0.3974, 0.5274],
  "charge": 1,
  "gap_ev": 8.44
}

---

| no. | LUMO level (eV) |
| --- | --- |
| 1 | -10.40 |
| 2 | -3.37 |
| 3 | -2.86 |